# 1
118
Properties=species:S:1:pos:R:3 method="wB97M-V/def2-TZVPD" charge=+1 de_lowest_kj_mol=0.0
Al -0.56 -0.42 0.11
O -0.18 1.35 -0.40
P 0.46 2.32 -1.36
C 0.94 1.44 -2.89
P 1.27 -0.35 -2.66
O 0.72 -0.87 -1.36
C 3.06 -0.55 -2.78
C 3.72 -0.21 -3.96
C 5.08 -0.42 -4.07
C 5.78 -0.99 -3.01
C 5.13 -1.33 -1.84
C 3.76 -1.11 -1.72
C 0.51 -1.16 -4.07
C 0.35 -0.52 -5.30
C -0.28 -1.19 -6.34
C -0.75 -2.48 -6.16
C -0.56 -3.13 -4.95
C 0.07 -2.47 -3.90
C 1.90 3.16 -0.70
C 1.64 4.29 0.07
C 2.69 4.98 0.65
C 3.99 4.54 0.45
C 4.25 3.41 -0.32
C 3.20 2.72 -0.90
C -0.71 3.56 -1.90
C -2.07 3.34 -1.69
C -2.99 4.27 -2.13
C -2.56 5.42 -2.78
C -1.20 5.64 -3.00
C -0.27 4.71 -2.56
H 1.80 1.94 -3.35
H 0.09 1.54 -3.57
H 3.17 0.22 -4.79
H 5.60 -0.15 -4.98
H 6.85 -1.17 -3.11
H 5.68 -1.77 -1.01
H 3.24 -1.36 -0.81
H 0.72 0.48 -5.47
H -0.41 -0.69 -7.29
H -1.26 -2.99 -6.97
H -0.91 -4.14 -4.81
H 0.23 -2.96 -2.95
H 0.61 4.61 0.22
H 2.51 5.85 1.26
H 4.82 5.08 0.90
H 5.27 3.09 -0.48
H 3.39 1.83 -1.49
H -2.38 2.43 -1.18
H -4.05 4.10 -1.97
H -3.28 6.16 -3.12
H -0.87 6.54 -3.50
H 0.79 4.88 -2.71
C -2.47 -3.81 1.02
C -1.01 -4.26 0.98
C -0.82 -5.30 2.08
P 0.07 -2.73 1.06
C 1.84 -3.25 0.72
C 2.74 -2.16 1.34
C 2.30 -4.64 1.13
C 0.03 -2.23 2.79
C 0.44 -3.03 3.86
C 0.36 -2.61 5.17
C 0.80 -3.49 6.32
C -0.18 -1.34 5.40
C -0.56 -0.52 4.37
C -0.44 -0.92 3.02
N -0.72 -0.07 1.96
C -1.27 1.20 2.35
C -0.40 2.26 2.59
C 1.07 1.99 2.72
C -0.93 3.53 2.83
C -2.30 3.74 2.89
C -2.87 5.12 3.09
C -3.14 2.63 2.80
C -2.64 1.36 2.57
C -3.55 0.16 2.65
H -3.13 -4.66 0.88
H -2.70 -3.07 0.25
H -2.70 -3.37 1.99
H -0.78 -4.71 0.01
H -1.12 -4.90 3.04
H 0.20 -5.68 2.15
H -1.47 -6.15 1.85
H 1.91 -3.19 -0.37
H 2.74 -2.25 2.42
H 2.38 -1.16 1.09
H 3.77 -2.26 0.99
H 2.32 -4.76 2.22
H 3.32 -4.79 0.77
H 1.68 -5.42 0.69
H 0.85 -4.01 3.66
H 1.47 -4.28 5.97
H -0.06 -3.95 6.80
H 1.32 -2.90 7.07
H -0.29 -0.99 6.42
H -0.95 0.47 4.59
H 1.23 1.27 3.53
H 1.62 2.89 2.96
H 1.49 1.54 1.81
H -0.25 4.36 3.01
H -2.09 5.88 3.03
H -3.35 5.20 4.07
H -3.62 5.34 2.34
H -4.21 2.77 2.93
H -4.59 0.45 2.49
H -3.47 -0.28 3.65
H -3.28 -0.61 1.94
Br -6.59 -1.49 -2.65
C -4.85 -1.10 -1.98
C -4.66 -0.02 -1.15
C -3.40 0.23 -0.63
C -2.30 -0.59 -0.90
C -2.54 -1.64 -1.79
C -3.79 -1.91 -2.33
H -5.50 0.62 -0.89
H -3.27 1.09 0.02
H -1.71 -2.29 -2.07
H -3.94 -2.76 -2.99


# 2
131
Properties=species:S:1:pos:R:3 method="wB97M-V/def2-TZVPD" charge=0
C -6.39 3.14 5.53
C -4.86 3.62 5.06
O -4.89 4.06 3.63
C -3.53 4.06 3.05
C -3.40 3.30 1.60
C -2.62 1.88 1.87
C -3.33 0.69 2.51
B -4.93 0.69 2.94
O -5.22 0.26 4.35
C -6.09 1.18 1.87
C -7.55 0.46 2.07
C -2.41 -0.68 2.78
O -2.91 -1.91 2.62
C -0.83 -0.36 3.21
C -0.06 0.94 2.50
C 1.50 1.36 2.80
N 2.04 2.56 2.01
C 2.38 0.50 3.91
P 4.19 0.97 4.30
O 4.65 2.52 3.63
O 4.53 0.98 6.00
C 1.61 -0.77 4.67
C 2.40 -1.66 5.84
C 3.55 -2.54 5.06
O 3.75 -3.78 5.87
C 2.97 -4.86 5.22
C 1.63 -5.42 5.99
O 3.37 -5.38 4.06
C 0.03 -1.21 4.31
C -0.73 -2.50 5.01
Cl -1.04 -4.14 4.13
C -1.17 -2.28 6.45
C -0.86 -0.85 7.26
Cl -2.08 -3.59 7.44
C -1.01 1.80 1.43
O -0.53 2.41 0.33
H -6.95 4.01 6.11
H -6.98 2.85 4.56
H -6.31 2.14 6.18
H -4.18 2.68 5.23
H -4.47 4.46 5.78
H -3.16 5.19 2.98
H -2.77 3.53 3.80
H -2.67 3.98 0.94
H -4.39 3.22 0.99
H -4.69 -0.60 4.47
H -5.72 1.05 0.75
H -6.25 2.35 2.01
H -7.66 -0.40 1.25
H -7.76 0.10 3.16
H -8.37 1.28 1.76
H 2.94 2.27 1.55
H 2.16 3.32 2.70
H 3.99 3.25 3.89
H 5.37 1.56 6.12
H 2.86 -0.92 6.65
H 1.65 -2.36 6.46
H 3.10 -2.78 3.98
H 4.59 -1.97 4.99
H 1.99 -5.76 7.07
H 1.14 -6.33 5.45
H 0.91 -4.51 6.18
H -0.99 0.10 6.57
H -1.52 -0.76 8.25
H 0.27 -0.86 7.60
C 5.92 -0.70 -1.72
C 6.13 0.67 -1.68
C 5.41 1.41 -0.75
N 4.52 0.88 0.11
C 4.33 -0.46 0.04
C 5.01 -1.28 -0.85
H 6.46 -1.32 -2.43
H 6.83 1.15 -2.34
H 5.54 2.49 -0.67
H 3.61 -0.86 0.74
H 4.82 -2.35 -0.86
C -12.46 -1.65 -0.25
C -11.90 -1.26 0.96
C -11.07 -0.15 0.97
N -10.76 0.57 -0.12
C -11.32 0.17 -1.29
C -12.16 -0.92 -1.40
H -13.11 -2.51 -0.30
H -12.10 -1.81 1.87
H -10.61 0.19 1.90
H -11.06 0.77 -2.16
H -12.58 -1.20 -2.36
C 5.67 -3.87 -6.61
C 6.76 -4.04 -5.76
C 6.98 -3.08 -4.78
N 6.20 -1.99 -4.61
C 5.16 -1.85 -5.45
C 4.85 -2.76 -6.45
H 5.47 -4.60 -7.38
H 7.42 -4.90 -5.85
H 7.82 -3.17 -4.09
H 4.55 -0.97 -5.29
H 4.00 -2.60 -7.10
C -0.91 -2.36 -6.25
C -0.29 -1.19 -5.81
C 0.82 -0.74 -6.50
N 1.34 -1.36 -7.58
C 0.72 -2.49 -7.98
C -0.40 -3.02 -7.36
H -1.78 -2.75 -5.73
H -0.66 -0.65 -4.94
H 1.34 0.17 -6.20
H 1.16 -2.98 -8.85
H -0.86 -3.93 -7.72
C 0.17 -0.35 -10.70
C -1.07 0.15 -11.06
C -1.36 0.28 -12.41
N -0.50 -0.05 -13.40
C 0.70 -0.54 -13.02
C 1.08 -0.71 -11.69
H 0.43 -0.47 -9.65
H -1.80 0.44 -10.31
H -2.32 0.67 -12.75
H 1.37 -0.80 -13.83
H 2.05 -1.10 -11.44
C 8.61 3.90 0.35
C 8.82 5.28 0.40
C 8.10 6.02 1.32
N 7.21 5.48 2.18
C 7.02 4.15 2.11
C 7.69 3.32 1.23
H 9.15 3.29 -0.36
H 9.52 5.76 -0.27
H 8.23 7.09 1.40
H 6.30 3.74 2.81
H 7.51 2.25 1.22


The calculation returns the following maximum force values, one per record and in order: 0.018 0.166 Eh/bohr.
The calculation returns the following highest occupied orbital energy values, one per record and in order: -9.323 -8.490 eV.
The calculation returns the following molecular weight values, one per record and in order: 939.85 1034.79 g/mol.